Below is a molecular structure, C20H45F3O24S2V3 in a non-equilibrium geometry, with properties calculated with ωB97M-V/def2-TZVPD.

```
! wB97M-V def2-TZVPD RIJCOSX def2/J DEFGRID3
* xyz -2 2
O -1.8769 -0.7985 -1.3799
V -0.5938 -0.1123 -2.0106
O -1.1005 1.0847 -2.9973
O 4.7359 0.8001 0.5532
V 3.8159 2.1189 0.6663
O 3.7227 2.8091 -0.7637
O -0.8790 0.2953 4.0661
V 0.6089 -0.3436 3.8130
O 0.9788 -0.9057 5.2133
S 2.9036 2.4843 3.8291
O 3.6370 2.6711 2.5661
O 3.8023 2.1656 4.9254
O 2.1978 3.7244 4.2026
O 1.9627 1.3629 3.7380
S 0.7739 0.4276 0.3593
O -0.2494 1.1455 -0.2424
O 0.4381 0.0239 1.7289
O 0.9348 -0.6437 -0.5975
O 1.9985 1.2310 0.4122
C -2.1073 -2.3364 -4.0827
O -0.9388 -1.5687 -3.6635
C 0.1768 -1.7139 -4.5578
C 1.4951 -1.3255 -3.9663
O 1.3289 -0.0801 -3.3175
C 2.3664 0.9233 -3.2475
H -2.9954 -2.0381 -3.5254
H -1.9784 -3.4169 -4.0184
H -2.4127 -2.2020 -5.1203
H 0.0324 -1.0701 -5.4254
H 0.1563 -2.7141 -4.9906
H 2.2580 -1.0496 -4.6942
H 2.0144 -2.1285 -3.4432
H 2.7467 1.2123 -4.2273
H 3.1352 0.3930 -2.6855
H 2.0137 1.7545 -2.6370
C 2.2989 6.0847 -0.0134
O 1.8241 5.2685 1.0505
C 0.6800 4.6241 0.6457
C 0.0334 3.7800 1.7663
O -0.1453 4.5591 2.9817
C -0.9492 3.9483 3.9804
H 3.1860 6.6579 0.2561
H 1.5699 6.7963 -0.4010
H 2.6657 5.5488 -0.8889
H 0.9393 3.9009 -0.1275
H -0.0831 5.3479 0.3597
H 0.7068 2.9628 2.0247
H -0.9194 3.3436 1.4663
H -0.9366 4.5377 4.8972
H -0.5466 2.9418 4.0947
H -1.9627 3.8255 3.5986
C 3.4323 -1.3599 2.6763
O 2.2881 -1.9454 3.3096
C 1.6909 -2.9354 2.4557
C 0.2773 -3.3777 3.0013
O -0.5830 -2.2560 3.1049
C -1.8943 -2.6480 3.4429
H 3.8107 -0.6033 3.3637
H 3.1742 -0.8056 1.7740
H 4.1013 -2.1918 2.4560
H 2.3239 -3.8088 2.2985
H 1.4690 -2.4760 1.4925
H 0.4027 -3.7903 4.0023
H -0.1048 -4.1616 2.3473
H -1.8876 -2.8869 4.5064
H -2.2445 -3.5000 2.8601
H -2.5014 -1.7429 3.4262
C -3.2679 1.1970 1.4438
O -3.8516 2.1068 0.5136
C -4.7448 1.4211 -0.4014
C -5.1307 2.3464 -1.6007
O -4.2056 2.6452 -2.6198
C -3.3362 3.7117 -2.2689
H -4.0557 0.7476 2.0484
H -2.5820 1.7332 2.0997
H -2.6684 0.4398 0.9386
H -5.6761 1.3151 0.1550
H -4.2243 0.5271 -0.7447
H -5.5318 3.2814 -1.2097
H -5.9450 1.8414 -2.1203
H -2.4920 3.7217 -2.9583
H -2.9117 3.5332 -1.2810
H -3.7719 4.7100 -2.3109
C -0.5333 -3.5660 -0.8339
C 0.9212 -3.9150 -1.1298
O 1.1049 -5.2772 -1.4633
C 0.9774 -5.6745 -2.7597
O 0.8501 -4.9458 -3.7376
C 0.9080 -7.2534 -2.9891
F 1.1638 -7.9046 -1.8765
F -0.2731 -7.5560 -3.5049
F 1.8315 -7.5977 -3.9015
H -0.8406 -4.2610 -0.0525
H -1.2094 -3.4755 -1.6841
H -0.6435 -2.5644 -0.4183
H 1.4902 -3.8650 -0.2015
H 1.4302 -3.2406 -1.8185
*
```

LUMO level (alpha / beta)   3.159 / 3.159 eV
Kohn-Sham gap (alpha / beta)   0.137 / 0.189 hartree
Electronic energy   -177495.68858 eV
Strongest force on any atom   7.94 eV Å⁻¹

=====

Below is a molecular structure, C20H45F6N3O11SV in a non-equilibrium geometry, with properties calculated with ωB97M-V/def2-TZVPD.

```
! wB97M-V def2-TZVPD RIJCOSX def2/J DEFGRID3
* xyz -1 3
V 13.0278 29.2297 27.3490
C 9.8997 28.7485 26.3647
O 9.6583 28.3998 27.7445
O 11.2433 28.7212 26.2247
C 9.1280 27.7958 25.3961
F 8.0747 27.1240 25.9745
F 8.5307 28.4164 24.3382
F 9.9349 26.8357 24.8971
C 8.5224 29.0420 28.3502
C 8.3604 28.4915 29.7789
H 7.4359 28.8965 30.1846
H 8.3301 27.3984 29.8132
H 9.2476 28.6795 30.3831
H 7.6476 28.8635 27.7240
H 8.6183 30.1185 28.5084
H 9.5478 29.7859 26.2901
C 11.4136 31.9524 28.7082
O 11.9582 33.1149 28.0911
O 12.2297 30.9288 28.3702
C 11.0114 32.1285 30.1736
F 10.5539 33.3739 30.4489
F 9.9375 31.3022 30.4336
F 11.9268 31.7806 31.1074
C 11.1320 34.1336 27.6090
C 11.9800 35.1897 26.9492
H 11.4032 36.0632 26.6437
H 12.7083 35.5316 27.6881
H 12.5702 34.8276 26.1047
H 10.6494 34.7283 28.3993
H 10.3042 33.7908 26.9754
H 10.4638 31.7221 28.1945
S 16.1048 30.1929 28.1181
O 14.7594 29.5086 28.0401
O 17.1954 29.2228 28.1424
O 16.2345 30.9876 26.9056
O 16.1307 30.9847 29.3700
C 14.2181 32.5375 24.4094
C 13.2641 31.8647 25.3821
C 11.8017 31.8501 24.9655
O 11.7179 31.3143 23.6546
C 10.3977 31.2449 23.1541
N 13.7674 30.5059 25.6883
H 14.1623 32.0006 23.4548
H 15.2630 32.4046 24.6881
H 13.9286 33.5755 24.2415
H 13.3296 32.3694 26.3491
H 11.4042 32.8732 24.9742
H 11.1929 31.2567 25.6552
H 9.9937 32.2599 23.0600
H 9.7832 30.6601 23.8443
H 10.4947 30.8116 22.1599
H 14.7760 30.6624 25.8177
H 13.7174 29.9901 24.8164
C 12.4084 27.3874 31.3476
C 13.2226 27.9853 30.2351
C 14.4911 27.1521 29.8695
O 14.0718 25.8245 29.5987
C 14.9500 24.8215 30.0485
N 12.2923 28.0451 29.0393
H 11.6112 28.0621 31.6719
H 13.0153 27.0905 32.2056
H 11.8211 26.5123 31.0517
H 13.5727 28.9853 30.4890
H 15.2230 27.2303 30.6776
H 14.9876 27.5623 28.9890
H 16.0049 25.0918 29.9135
H 14.6880 23.8821 29.5709
H 14.9972 24.6630 31.1358
H 11.4498 28.4998 29.3899
H 11.9078 27.1031 28.9675
C 15.3444 25.6427 26.0294
C 14.9697 27.1056 25.6800
C 14.6697 27.0912 24.1511
O 14.0017 28.2386 23.7343
C 13.1469 27.9937 22.6335
N 13.7277 27.3420 26.5171
H 14.5594 24.8873 26.0368
H 15.7823 25.6371 27.0337
H 16.1864 25.3118 25.4119
H 15.7416 27.8310 25.9421
H 14.0858 26.1594 24.1464
H 15.5713 26.8930 23.5669
H 12.3502 28.7369 22.6252
H 12.6165 27.0414 22.7139
H 13.6574 28.0644 21.6690
H 14.0110 26.7192 27.2731
H 13.0323 26.7400 26.0694
*
```

LUMO level (alpha / beta)   2.331 / 2.331 eV
Kohn-Sham gap (alpha / beta)   0.264 / 0.264 hartree
Electronic energy   -101294.07866 eV
Strongest force on any atom   4.73 eV Å⁻¹

=====

Below is 7 unconnected molecules or ions with the total composition C20H45FN7O8P in a non-equilibrium geometry, with properties calculated with ωB97M-V/def2-TZVPD.

```
! wB97M-V def2-TZVPD RIJCOSX def2/J DEFGRID3
* xyz 0 1
O 2.3767 4.9897 6.3958
C 1.7329 5.2402 5.2521
F 1.7444 6.6682 4.7744
N 1.0305 4.2288 4.3728
C -0.2421 3.6921 4.9903
O -0.2971 2.3935 5.3173
P -1.7975 4.7971 5.2689
H 0.7642 4.7387 3.5018
H -1.5631 5.6889 6.4089
H -1.9077 5.5934 4.0576
C 2.1172 1.4936 -0.2846
N 1.6819 2.8103 0.1194
C 0.4897 3.1722 0.6719
C -0.5347 2.0975 0.9102
O 0.2802 4.3486 0.9590
H 3.0229 1.2496 0.2760
H 2.3532 1.5273 -1.3509
H 1.3599 0.7304 -0.1031
H 2.3188 3.5878 -0.0100
H -1.4312 2.5382 1.3543
H -0.8128 1.6296 -0.0382
H -0.1377 1.3496 1.6019
C -4.6581 3.3754 -2.9109
N -3.8849 2.9891 -1.7536
C -3.9668 3.4762 -0.4833
C -4.9764 4.5548 -0.2030
O -3.2268 3.0318 0.3915
H -5.1802 2.4895 -3.2805
H -3.9653 3.7299 -3.6780
H -5.3833 4.1578 -2.6854
H -3.1831 2.2664 -1.8637
H -4.9236 4.8408 0.8508
H -4.7598 5.4367 -0.8122
H -5.9845 4.1863 -0.4115
C 3.9880 -0.4686 5.5930
N 4.1961 -0.6057 4.1702
C 3.5084 -0.0095 3.1557
C 2.3804 0.9177 3.5150
O 3.8189 -0.2380 1.9888
H 4.9124 -0.0893 6.0354
H 3.7751 -1.4596 6.0011
H 3.1663 0.2075 5.8308
H 4.9398 -1.2148 3.8497
H 1.9286 1.3154 2.6024
H 1.6128 0.3738 4.0724
H 2.7592 1.7553 4.1069
C 1.6404 -3.3904 0.5254
N 1.2051 -2.0736 0.9294
C 0.0129 -1.7118 1.4819
C -1.0115 -2.7864 1.7202
O -0.1965 -0.5353 1.7690
H 2.5461 -3.6344 1.0860
H 1.8764 -3.3566 -0.5409
H 0.8831 -4.1536 0.7069
H 1.8420 -1.2961 0.8000
H -1.9079 -2.3457 2.1643
H -1.2896 -3.2544 0.7718
H -0.6145 -3.5344 2.4119
C 1.9671 -5.4214 -5.5952
N 1.5592 -5.7025 -4.2384
C 1.6324 -4.8864 -3.1492
C 2.2038 -3.5080 -3.3352
O 1.2369 -5.2870 -2.0567
H 1.0930 -5.5322 -6.2415
H 2.7211 -6.1586 -5.8817
H 2.3781 -4.4176 -5.7074
H 1.1638 -6.6128 -4.0341
H 2.1971 -2.9769 -2.3797
H 3.2374 -3.5762 -3.6858
H 1.5961 -2.9447 -4.0485
C -1.7120 -3.0496 -2.9837
N -1.5039 -3.1866 -4.4065
C -2.1916 -2.5904 -5.4210
C -3.3196 -1.6632 -5.0618
O -1.8811 -2.8189 -6.5879
H -0.7876 -2.6702 -2.5413
H -1.9249 -4.0406 -2.5756
H -2.5337 -2.3735 -2.7459
H -0.7602 -3.7958 -4.7271
H -3.7714 -1.2655 -5.9743
H -4.0872 -2.2072 -4.5044
H -2.9408 -0.8257 -4.4698
*
```

LUMO level   -0.646 eV
Kohn-Sham gap   0.304 hartree
Structure (SMILES)   O=C(F)NC(=O)P.CNC(C)=O.CNC(C)=O.CNC(C)=O.CNC(C)=O.CNC(C)=O.CNC(C)=O
ΔE to the lowest compared entry with this formula, charge and spin   88.32 kcal per mole
Electronic energy   -60285.43277 eV
Strongest force on any atom   9.67 eV Å⁻¹